Record 1
A cluster of 16 separate species, C19H68BF7N2O17P in total in a non-equilibrium geometry. Source: the Open Molecules 2025 dataset; level of theory: wB97M-V/def2-TZVPD.

```
! RIJCOSX wB97M-V def2-TZVPD def2/J DEFGRID3
* xyz 1 1
C -4.751 1.704 2.004
C -4.788 0.816 0.776
N -4.091 1.504 -0.348
P -2.447 1.508 -0.265
C -1.842 2.082 -1.855
C -2.361 1.257 -3.045
C -1.529 1.518 -4.301
C -0.135 0.900 -4.238
C 0.836 1.390 -5.321
C 2.281 1.523 -4.808
C 2.724 0.363 -3.896
C 4.191 -0.051 -4.043
C 4.670 -0.826 -2.816
C 4.012 -2.208 -2.683
C 4.769 -3.113 -1.715
O 3.838 -3.809 -0.891
C 4.498 -4.533 0.136
B -1.878 2.846 1.108
O -0.901 2.554 2.004
N -2.485 4.125 0.917
C -1.546 5.058 0.251
C -2.992 4.694 2.192
C -1.823 -0.244 0.142
F -2.653 -1.117 -0.495
F -1.953 -0.427 1.487
C -0.390 -0.690 -0.274
F -0.308 -0.644 -1.613
F -0.254 -1.965 0.145
C 0.810 0.087 0.317
F 1.935 -0.533 0.001
F 0.844 1.329 -0.175
F 0.711 0.150 1.647
H -5.122 2.706 1.807
H -5.364 1.256 2.789
H -3.738 1.718 2.415
H -4.331 -0.142 1.026
H -5.805 0.588 0.458
H -4.455 1.245 -1.263
H -0.761 2.210 -1.822
H -2.274 3.088 -1.925
H -2.433 0.188 -2.827
H -3.368 1.616 -3.256
H -2.077 1.162 -5.178
H -1.471 2.606 -4.419
H -0.238 -0.186 -4.295
H 0.296 1.135 -3.262
H 0.510 2.349 -5.730
H 0.839 0.673 -6.147
H 2.969 1.599 -5.652
H 2.340 2.446 -4.223
H 2.580 0.666 -2.851
H 2.086 -0.515 -4.031
H 4.288 -0.698 -4.918
H 4.812 0.838 -4.179
H 5.757 -0.954 -2.847
H 4.437 -0.258 -1.909
H 3.004 -2.085 -2.275
H 3.917 -2.675 -3.665
H 5.412 -2.510 -1.065
H 5.388 -3.830 -2.265
H 4.613 -5.591 -0.124
H 5.486 -4.117 0.342
H 3.926 -4.462 1.063
H -1.026 1.747 2.521
H -0.697 5.308 0.895
H -1.183 4.648 -0.693
H -2.070 5.987 0.022
H -2.650 4.148 3.073
H -4.082 4.701 2.203
H -2.654 5.724 2.301
O 4.992 -1.777 1.634
H 5.640 -1.138 1.950
H 4.277 -1.241 1.278
O 4.127 -0.826 4.360
H 4.425 -1.720 4.141
H 3.378 -0.695 3.771
O -5.554 0.627 -3.300
H -5.215 -0.261 -3.453
H -6.316 0.675 -3.891
O -2.819 1.121 4.508
H -2.810 1.263 5.459
H -2.585 0.185 4.424
O -2.268 -1.599 5.579
H -2.276 -1.487 6.538
H -2.034 -2.524 5.463
O -4.277 3.586 -4.887
H -4.836 3.002 -4.364
H -4.765 4.415 -4.925
O 6.240 -2.618 6.236
H 6.890 -1.983 6.550
H 5.493 -2.084 5.957
O -7.613 0.943 -1.125
H -7.583 1.894 -0.987
H -6.989 0.767 -1.841
O -2.062 7.327 4.101
H -2.507 7.192 4.943
H -1.136 7.141 4.288
O -4.972 -1.070 -5.642
H -5.006 -1.072 -6.604
H -4.569 -1.917 -5.422
O 3.018 -2.848 6.412
H 2.181 -3.248 6.154
H 3.079 -2.058 5.860
O 8.371 -3.691 -0.219
H 8.263 -3.652 0.736
H 8.557 -4.618 -0.401
O -3.551 -2.964 7.799
H -4.022 -3.411 7.088
H -4.124 -3.068 8.564
O 3.537 -5.741 5.728
H 3.718 -4.826 5.975
H 4.183 -5.946 5.048
O 2.058 -6.170 -1.498
H 2.487 -5.393 -1.119
H 1.124 -6.067 -1.297
*
```

Output
Electronic energy, Ha: -3218.42861
HOMO-LUMO gap, eV: 8.52

Record 2
A structure of composition C3H3O3Tm in a non-equilibrium geometry. Source: the Open Molecules 2025 dataset; level of theory: wB97M-V/def2-TZVPD.

```
! RIJCOSX wB97M-V def2-TZVPD def2/J DEFGRID3
* xyz 3 4
O 0.247 -0.772 -0.965
Tm 2.174 3.307 -1.780
O 1.115 1.235 -1.373
C 0.353 0.550 -0.694
O -0.200 0.882 0.406
C -0.436 -1.427 0.016
H -1.901 -0.227 1.124
H -0.159 -2.468 0.163
C -0.832 -0.462 1.061
H -0.361 -0.618 2.040
*
```

Output
Electronic energy, Ha: -1425.64994
HOMO-LUMO gap (spin up / spin down), eV: 4.72 / 10.55

Record 3
A cluster of 10 separate species, C19H53Br2NO12PS2 in total in a non-equilibrium geometry. Source: the Open Molecules 2025 dataset; level of theory: wB97M-V/def2-TZVPD.

```
! RIJCOSX wB97M-V def2-TZVPD def2/J DEFGRID3
* xyz -1 1
C -4.714 -0.520 3.453
C -4.504 -0.182 2.004
Br -6.241 0.535 1.328
C -3.466 0.875 1.679
C -1.986 0.470 1.718
P -1.358 0.381 3.448
S -1.965 1.748 4.743
C -1.805 -1.017 1.144
O -1.277 -1.076 0.029
O -2.207 -1.885 1.921
N -1.097 1.384 0.978
C -0.582 2.603 1.604
C -1.583 3.712 1.933
C -1.220 5.060 1.345
S 0.232 5.871 2.037
C -1.515 1.662 -0.369
C -0.508 1.379 -1.472
O -0.685 1.584 -2.636
Br 1.133 0.575 -0.939
H -3.835 -1.016 3.851
H -4.931 0.371 4.033
H -5.555 -1.198 3.555
H -4.358 -1.072 1.411
H -3.684 1.225 0.676
H -3.625 1.722 2.347
H -1.591 -0.905 3.885
H 0.016 0.409 3.237
H 0.028 2.355 2.464
H 0.130 2.999 0.877
H -1.673 3.817 3.009
H -2.554 3.436 1.526
H -1.107 4.997 0.265
H -2.011 5.776 1.545
H 1.099 4.929 1.692
H -2.344 1.036 -0.679
H -1.797 2.710 -0.511
C -3.504 -0.099 -3.841
O -3.988 0.755 -2.817
H -4.174 -0.953 -3.919
H -3.482 0.412 -4.809
H -2.503 -0.469 -3.605
H -3.376 1.496 -2.777
C 1.818 -1.844 3.477
O 1.154 -1.450 4.676
H 1.342 -1.304 2.666
H 2.880 -1.581 3.497
H 1.708 -2.910 3.273
H 1.558 -1.916 5.412
C 0.363 -3.273 -1.653
O 0.752 -2.996 -0.318
H 0.780 -4.249 -1.904
H -0.722 -3.301 -1.768
H 0.781 -2.543 -2.351
H 0.375 -2.133 -0.105
C 3.567 -5.057 -0.832
O 2.499 -5.963 -0.559
H 4.492 -5.628 -0.788
H 3.474 -4.599 -1.818
H 3.597 -4.268 -0.077
H 1.683 -5.451 -0.569
C -1.312 3.337 -5.637
O -2.127 3.753 -4.552
H -1.718 3.798 -6.534
H -0.277 3.666 -5.508
H -1.329 2.249 -5.758
H -1.768 3.341 -3.759
C 2.619 -3.638 -5.320
O 2.805 -4.108 -3.991
H 2.820 -2.570 -5.300
H 3.310 -4.109 -6.025
H 1.595 -3.791 -5.671
H 2.629 -5.053 -3.985
C 2.134 2.780 5.474
O 1.163 3.011 4.471
H 2.945 3.486 5.297
H 1.737 2.956 6.479
H 2.544 1.766 5.434
H 0.431 2.393 4.616
C 5.366 -3.528 2.573
O 4.676 -3.724 3.803
H 6.169 -2.824 2.772
H 5.795 -4.462 2.200
H 4.709 -3.107 1.809
H 3.956 -4.340 3.644
C 2.309 2.219 -5.703
O 2.420 2.294 -4.294
H 3.315 2.338 -6.101
H 1.918 1.253 -6.037
H 1.680 3.011 -6.121
H 1.546 2.174 -3.903
*
```

Output
Electronic energy, Ha: -7999.09025
HOMO-LUMO gap, eV: 8.15

Record 4
The ion C6H5ClFIN2OPS with charge +1. Source: the Open Molecules 2025 dataset; level of theory: wB97M-V/def2-TZVPD.

```
! RIJCOSX wB97M-V def2-TZVPD def2/J DEFGRID3
* xyz 1 1
O 2.157 -2.206 0.710
C 2.217 -1.112 0.263
Cl 3.283 0.110 0.923
C 1.336 -0.614 -0.888
C -0.086 -0.461 -0.406
C -0.971 -1.545 -0.375
I -0.539 -3.438 -1.050
C -2.271 -1.344 0.136
N -2.690 -0.170 0.546
N -1.833 0.778 0.474
F -2.349 1.957 0.858
C -0.564 0.772 0.066
P 0.390 2.373 0.320
S 0.448 2.984 2.128
H 1.725 0.307 -1.314
H 1.359 -1.382 -1.668
H -2.993 -2.149 0.204
H -0.221 3.150 -0.676
H 1.603 1.990 -0.251
*
```

Output
Electronic energy, Ha: -2013.30721
HOMO-LUMO gap, eV: 7.33
Structure (SMILES): O=C(Cl)Cc1c(I)cn[n+](F)c1[PH2]=S

Record 5
An isolated molecule of C22H25N3O7S in a non-equilibrium geometry. Source: the Open Molecules 2025 dataset; level of theory: wB97M-V/def2-TZVPD.

```
! RIJCOSX wB97M-V def2-TZVPD def2/J DEFGRID3
* xyz 0 1
C 3.398 -0.305 5.422
O 4.138 -0.667 4.280
C 3.491 -0.780 3.091
C 4.283 -1.148 2.000
C 3.729 -1.295 0.749
C 2.371 -1.065 0.554
N 1.764 -1.249 -0.716
C 2.228 -0.488 -1.850
C 1.369 0.749 -2.154
O 1.670 1.517 -3.039
N 0.282 0.839 -1.355
C -0.787 1.736 -1.390
C -0.909 2.728 -2.342
C -2.020 3.574 -2.347
O -2.036 4.516 -3.329
C -3.130 5.397 -3.395
C -3.007 3.402 -1.389
C -2.884 2.406 -0.428
C -1.785 1.571 -0.408
O -1.567 0.567 0.513
C -2.548 0.375 1.505
S 1.161 -2.791 -0.971
O 1.734 -3.689 -0.012
O 1.263 -3.100 -2.366
C -0.549 -2.596 -0.568
C -1.606 -2.132 -1.408
C -1.505 -1.683 -2.814
N -2.732 -2.170 -0.751
O -2.473 -2.645 0.496
C -1.167 -2.908 0.615
C -0.645 -3.451 1.887
C 1.581 -0.703 1.633
C 2.132 -0.560 2.896
H 2.621 -1.041 5.648
H 4.116 -0.278 6.240
H 2.943 0.684 5.309
H 5.333 -1.325 2.168
H 4.344 -1.602 -0.083
H 3.265 -0.161 -1.724
H 2.183 -1.137 -2.730
H 0.206 0.129 -0.636
H -0.144 2.857 -3.089
H -2.929 6.052 -4.242
H -3.217 6.001 -2.486
H -4.069 4.862 -3.567
H -3.883 4.030 -1.366
H -3.671 2.299 0.300
H -2.179 -0.427 2.143
H -2.688 1.278 2.107
H -3.502 0.069 1.065
H -2.444 -1.874 -3.327
H -0.689 -2.209 -3.302
H -1.306 -0.613 -2.857
H 0.365 -3.816 1.723
H -0.627 -2.677 2.653
H -1.288 -4.256 2.236
H 0.526 -0.522 1.490
H 1.492 -0.274 3.716
*
```

Output
Electronic energy, Ha: -1942.41540
HOMO-LUMO gap, eV: 8.45
Structure (SMILES): COc1ccc(N(CC(=O)Nc2cc(OC)ccc2OC)S(=O)(=O)c2c(C)noc2C)cc1